1.
4 unconnected molecules or ions with the total composition C2H11NO4 in a non-equilibrium geometry, computed with wB97M-V/def2-TZVPD.

* ⟨S²⟩: 0.788

```
! RIJCOSX wB97M-V def2-TZVPD def2/J DEFGRID3
* xyz 1 2
C -2.590 0.183 -1.259
C -1.381 -0.531 -0.680
N -0.152 0.023 -0.826
O -1.414 -1.655 -0.138
H -2.424 0.556 -2.265
H -3.334 -0.607 -1.155
H -2.747 1.085 -0.657
H -0.014 0.972 -1.171
H 0.589 -0.586 -0.467
H 3.627 1.409 -1.433
H 2.902 2.003 -2.466
O 2.733 1.374 -1.761
H -1.661 -1.306 2.094
H -2.859 -0.658 2.621
O -2.132 -1.203 2.942
H 3.191 1.202 2.010
H 3.597 0.450 0.829
O 3.885 1.217 1.343
*
```

Charge distribution, Mulliken scheme, values in e:
1 C -1.0490
2 C 0.6857
3 N -0.0154
4 O -0.3334
5 H 0.4091
6 H 0.3101
7 H 0.3728
8 H 0.2743
9 H 0.2907
10 H 0.3164
11 H 0.3078
12 O -0.5969
13 H 0.2833
14 H 0.3265
15 O -0.5821
16 H 0.3110
17 H 0.2946
18 O -0.6055

---

2.
A molecular structure, C16H9F9N3OSSb2Se8W in a non-equilibrium geometry, computed with wB97M-V/def2-TZVPD.

```
! RIJCOSX wB97M-V def2-TZVPD def2/J DEFGRID3
* xyz -1 1
W 0.074 0.488 1.808
N -1.643 -1.193 -2.316
C -1.057 -0.311 -3.240
C -1.732 0.110 -4.374
C -1.127 1.023 -5.225
C 0.126 1.540 -4.924
C 0.787 1.137 -3.770
C 0.201 0.186 -2.950
S 0.969 -0.491 -1.507
N -0.409 -0.493 -0.461
C -1.456 -1.062 -0.974
C -2.553 -1.624 -0.126
C -3.867 -1.205 -0.264
C -4.812 -1.747 0.598
C -4.406 -2.678 1.531
C -3.067 -3.067 1.551
N -2.162 -2.567 0.728
H -2.514 -1.620 -2.588
H -2.733 -0.255 -4.576
H -1.650 1.352 -6.112
H 0.585 2.268 -5.580
H 1.755 1.544 -3.506
H -4.100 -0.407 -0.957
H -5.842 -1.417 0.558
H -5.102 -3.104 2.241
H -2.714 -3.793 2.274
Se -1.814 -1.545 5.318
Sb 0.465 -1.042 4.774
Se 0.493 1.466 3.966
Se 0.566 -1.807 2.273
Se 2.492 -1.504 5.874
Se -3.218 2.055 -1.622
Sb -2.182 2.719 0.403
Se 0.342 2.413 0.298
Se -2.230 0.500 2.059
Se -2.727 4.577 1.745
F 5.222 1.818 -0.002
C 3.892 1.651 0.117
F 3.353 2.853 0.317
F 3.455 1.214 -1.067
C 3.530 0.669 1.272
O 2.201 0.595 1.471
C 4.071 -0.765 0.935
F 3.389 -1.311 -0.075
F 3.918 -1.558 1.994
F 5.368 -0.782 0.584
C 4.286 1.172 2.583
F 5.403 0.462 2.829
F 3.501 1.074 3.638
F 4.671 2.460 2.478
*
```

Charge distribution, Mulliken scheme, values in e:
1 W -0.1702
2 N 0.0173
3 C 0.1626
4 C -0.6234
5 C -0.5913
6 C -0.6117
7 C -0.5925
8 C 0.5652
9 S -0.0579
10 N 0.1688
11 C 0.2282
12 C -0.0339
13 C -0.2540
14 C -0.6843
15 C -0.4054
16 C -0.3675
17 N -0.1937
18 H 0.3690
19 H 0.3421
20 H 0.3635
21 H 0.3948
22 H 0.4753
23 H 0.2982
24 H 0.4271
25 H 0.4028
26 H 0.4200
27 Se -0.5280
28 Sb 0.6284
29 Se -0.4615
30 Se -0.2896
31 Se -0.5419
32 Se -0.4992
33 Sb 0.6651
34 Se -0.3115
35 Se -0.3485
36 Se -0.5731
37 F -0.2838
38 C 0.4875
39 F -0.2230
40 F -0.1969
41 C 1.3442
42 O 0.7147
43 C 0.3089
44 F -0.1865
45 F -0.2193
46 F -0.2652
47 C 0.4025
48 F -0.2882
49 F -0.0829
50 F -0.3013

---

3.
A molecular structure, C38H51CdNO2Si, computed with wB97M-V/def2-TZVPD.

```
! RIJCOSX wB97M-V def2-TZVPD def2/J DEFGRID3
* xyz -2 1
Cd -0.262 -1.288 -0.060
C 1.957 1.587 0.468
C 0.954 1.983 1.380
C 0.797 0.902 2.308
C 1.748 -0.093 1.939
C 2.476 0.333 0.818
C 3.727 -0.290 0.231
C 3.452 -0.905 -1.149
C 4.287 -1.378 1.151
C 4.811 0.791 0.075
C 0.020 0.705 3.615
C -0.340 -0.785 3.796
C 0.908 1.111 4.810
C -1.311 1.456 3.729
C 0.447 3.432 1.382
C -1.063 3.604 1.143
C 0.850 4.123 2.700
C 1.119 4.247 0.262
H 2.284 2.149 -0.395
H 1.976 -0.978 2.518
H 2.724 -1.715 -1.062
H 4.374 -1.304 -1.588
H 3.041 -0.152 -1.823
H 3.582 -2.205 1.241
H 4.481 -0.972 2.147
H 5.229 -1.766 0.750
H 4.461 1.598 -0.569
H 5.721 0.367 -0.366
H 5.059 1.223 1.047
H 0.540 -1.387 4.022
H -0.802 -1.183 2.891
H -1.043 -0.908 4.626
H 1.863 0.588 4.755
H 0.425 0.858 5.762
H 1.111 2.183 4.804
H -1.996 1.131 2.943
H -1.190 2.535 3.675
H -1.781 1.227 4.691
H -1.665 2.960 1.774
H -1.289 3.372 0.101
H -1.364 4.642 1.330
H 0.274 3.754 3.547
H 0.697 5.207 2.633
H 1.906 3.932 2.900
H 0.882 3.832 -0.718
H 2.202 4.266 0.387
H 0.750 5.278 0.291
N -2.139 0.785 0.059
C -3.589 0.815 0.226
C -4.085 -0.311 1.127
C -3.817 -1.731 0.530
O -4.818 -2.418 0.263
O -2.605 -2.030 0.388
H -1.680 0.825 0.963
H -1.820 1.577 -0.481
H -4.059 0.711 -0.759
H -3.932 1.781 0.641
H -5.157 -0.193 1.292
H -3.575 -0.250 2.096
C 1.418 -6.050 0.151
C 0.489 -5.589 -0.773
C 0.065 -4.266 -0.738
C 0.522 -3.359 0.228
C 1.437 -3.863 1.156
C 1.896 -5.175 1.116
H 1.758 -7.080 0.126
H 0.097 -6.267 -1.525
H -0.658 -3.946 -1.482
H 1.805 -3.215 1.948
H 2.637 -5.515 1.834
C -3.075 -3.841 -4.178
C -3.581 -2.829 -3.373
C -2.758 -1.789 -2.970
C -1.415 -1.721 -3.352
C -0.937 -2.741 -4.179
C -1.750 -3.788 -4.589
Si -0.217 -0.474 -2.530
C -0.713 1.243 -3.221
C 0.263 2.071 -3.785
C -0.030 3.350 -4.234
C -1.316 3.858 -4.104
C -2.304 3.059 -3.544
C -2.005 1.770 -3.127
H -3.704 -4.676 -4.466
H -4.604 -2.875 -3.022
H -3.159 -1.035 -2.303
H 0.104 -2.722 -4.488
H -1.349 -4.578 -5.216
H 0.978 -0.691 -3.432
H 1.274 1.688 -3.883
H 0.741 3.957 -4.696
H -1.548 4.862 -4.440
H -3.311 3.447 -3.438
H -2.799 1.149 -2.727
*
```

Charge distribution, Mulliken scheme, values in e:
1 Cd 2.2287
2 C -0.2277
3 C 0.6129
4 C -0.0918
5 C -0.9773
6 C -0.6613
7 C 2.4235
8 C -1.4963
9 C -1.8884
10 C -1.8837
11 C 2.6330
12 C -2.0357
13 C -1.8560
14 C -1.8019
15 C 2.6969
16 C -1.6609
17 C -1.7231
18 C -2.3323
19 H 0.2100
20 H 0.1894
21 H 0.1576
22 H 0.5169
23 H 0.0946
24 H 0.1426
25 H 0.3267
26 H 0.4664
27 H 0.2897
28 H 0.4192
29 H 0.3858
30 H 0.3151
31 H 0.2742
32 H 0.5053
33 H 0.2466
34 H 0.4785
35 H 0.2600
36 H 0.0219
37 H 0.1438
38 H 0.6175
39 H 0.0147
40 H 0.2019
41 H 0.6169
42 H 0.2656
43 H 0.4800
44 H 0.2222
45 H 0.3710
46 H 0.3769
47 H 0.4548
48 N 1.4746
49 C -0.8006
50 C -0.4550
51 C 0.0149
52 O -0.8229
53 O -0.7092
54 H -1.0723
55 H -0.8499
56 H 0.4435
57 H 0.4460
58 H 0.3936
59 H 0.1657
60 C -0.2523
61 C -0.6712
62 C 0.0527
63 C -1.3212
64 C 0.8837
65 C -0.5561
66 H 0.3033
67 H 0.3971
68 H 0.1568
69 H 0.1487
70 H 0.3522
71 C -0.3759
72 C -0.7156
73 C 0.2793
74 C 0.1322
75 C -0.2903
76 C -0.6176
77 Si 0.3702
78 C 0.2894
79 C -0.2413
80 C -0.5883
81 C -0.4561
82 C -0.5819
83 C -0.0922
84 H 0.3354
85 H 0.3378
86 H -0.0499
87 H 0.2631
88 H 0.3532
89 H -0.4490
90 H 0.2451
91 H 0.3613
92 H 0.3612
93 H 0.3834
94 H 0.0002

---

In the order shown, the computed energy above the lowest of the compared OMol25 structures with the same formula, charge and spin values come out to 2.0059, 1.5398, 0.4666 eV.